1.
A molecular structure, C3H8F3O5STl at a distorted geometry. Source: the Open Molecules 2025 dataset; level of theory: wB97M-V/def2-TZVPD.

```
21
Properties=species:S:1:pos:R:3:forces:R:3
Tl -3.001781 0.197977 0.326296 -0.70 0.42 0.41
C 2.275609 0.193167 1.678226 1.77 1.67 0.59
F 3.499469 0.723047 1.574466 -1.22 -0.99 -0.92
F 2.312169 -1.146593 1.628466 -0.50 1.31 -0.22
F 1.799689 0.667837 2.811606 -0.83 -0.86 -0.24
S 1.113379 0.953917 0.289166 1.37 -1.22 1.41
O -0.171151 0.280197 0.487736 0.04 -0.04 -0.58
O 0.984869 2.393237 0.494956 0.44 -0.81 -0.87
O 1.739079 0.545297 -1.016234 -0.97 1.06 0.89
C -0.845221 2.363737 -2.394954 -1.73 0.29 2.36
O -1.631171 1.185417 -2.145194 1.58 2.22 -0.04
H -0.926941 3.055537 -1.556594 -0.30 -0.20 0.12
H 0.218189 2.135287 -2.466254 0.81 -0.59 -0.91
H -1.257231 2.810147 -3.299974 0.23 0.07 -1.15
H -1.514131 0.703367 -2.967104 -0.28 -1.29 -1.22
C -0.423551 -2.797503 0.969006 0.59 1.47 -0.32
O -1.719111 -2.363403 1.104056 1.08 0.71 -0.78
H -0.114061 -3.003953 1.993556 0.49 -1.14 0.77
H -0.481671 -3.712743 0.379896 0.13 -1.53 0.03
H 0.300639 -2.132123 0.498986 -0.78 0.40 -0.12
H -2.157061 -3.051843 1.609886 -1.21 -0.93 0.79
```
Forces are in eV/Å.

Results
Total charge: +3
Multiplicity: 2
LUMO energy (alpha / beta), eV: -17.322 / -17.151

2.
A single C8H16N2O2 molecule at a distorted geometry. Source: the Open Molecules 2025 dataset; level of theory: wB97M-V/def2-TZVPD.

```
28
Properties=species:S:1:pos:R:3:forces:R:3
O -1.509198 -0.164744 -2.134931 -0.24 0.02 -1.26
O 0.173063 1.279969 2.055431 -0.93 -0.93 -0.25
C 0.349260 -0.815880 -0.877249 -1.05 2.43 -1.52
N 0.232660 0.851234 0.698663 0.04 1.12 -0.68
N -0.684362 -0.019883 -1.207125 2.23 -3.47 1.28
C 0.922610 -1.882512 -1.775678 -0.89 -0.61 2.87
C 0.229406 -1.442095 1.418741 -1.09 -0.80 -0.54
C 2.356666 -0.325275 0.585998 2.13 -1.49 0.19
C -0.879166 2.310981 -1.046935 0.86 -0.63 -2.26
C -2.295031 0.972889 0.374122 0.00 0.58 0.36
C 0.823035 -0.447284 0.508276 1.43 0.45 -1.72
C -0.907632 1.046333 -0.268191 -0.74 0.41 2.28
H -0.237492 0.572898 2.637734 0.31 0.84 -1.16
H 1.774349 -2.354518 -1.235950 -0.38 0.42 -0.82
H 1.047405 -1.697690 -2.802279 0.69 1.04 -1.15
H 0.132996 -2.610621 -1.812179 -0.42 -0.94 0.05
H 0.548883 -2.436263 1.247081 0.10 -1.23 -0.99
H -0.867225 -1.384339 1.370213 0.38 -0.17 0.30
H 0.630201 -1.346457 2.355565 0.48 0.81 2.95
H 2.931993 -1.327221 0.629909 -1.24 1.11 -0.25
H 2.718776 0.142934 1.497534 -0.56 0.22 0.38
H 2.898236 0.247945 -0.199747 -1.08 -0.29 0.08
H -1.859950 2.715337 -1.103287 -0.80 0.23 -0.87
H -0.320814 2.198537 -2.030357 -1.10 0.16 1.05
H -0.351147 2.994329 -0.510152 1.70 2.06 1.69
H -2.338676 0.139671 1.048058 -0.34 -0.62 0.28
H -2.468154 1.888229 1.002459 0.18 -0.73 -0.75
H -3.050690 0.893498 -0.425724 0.32 0.00 0.48
```
Forces are in eV/Å.

Results
Total charge: 0
Multiplicity: 1
LUMO energy, eV: 0.603
SMILES: CC1=[N+]([O-])C(C)(C)N(O)C1(C)C

3.
A single HO2PS molecule at a distorted geometry. Source: the Open Molecules 2025 dataset; level of theory: wB97M-V/def2-TZVPD.

```
5
Properties=species:S:1:pos:R:3:forces:R:3
O -1.420124 0.641918 2.028609 -2.15 1.79 1.02
O -0.234886 0.075096 -0.322055 -0.07 -0.54 3.22
P -0.425262 -0.278892 1.635509 2.42 -1.16 -4.53
S 1.227949 -0.312857 -1.031016 -0.07 -0.02 0.09
H 0.852324 -0.125264 -2.311047 -0.13 -0.08 0.20
```
Forces are in eV/Å.

Results
Total charge: 0
Multiplicity: 1
LUMO energy, eV: -1.288
SMILES: O=POS

4.
2 unconnected molecules or ions with the total composition C5H16NO at a distorted geometry. Source: the Open Molecules 2025 dataset; level of theory: wB97M-V/def2-TZVPD.

```
23
Properties=species:S:1:pos:R:3:forces:R:3
C -1.856403 0.724287 0.329640 -1.74 0.75 1.01
C -0.373646 0.527521 0.596780 -0.31 -1.27 0.38
C 0.030953 -0.989694 0.875955 -1.14 -0.31 -3.78
C 1.426462 -1.380759 0.309143 -2.17 1.97 -0.81
C 1.896889 -0.384973 -0.812712 0.19 -3.05 -3.84
N 0.201180 1.444707 1.790470 -0.84 -0.29 -2.58
H -2.042882 1.867562 0.212157 -0.11 -1.83 0.68
H -2.147868 0.351076 -0.697295 0.68 0.04 1.22
H -2.531695 0.173029 1.132033 1.19 1.51 -1.57
H 0.044453 0.940827 -0.321567 0.80 -0.43 0.48
H -0.588913 -1.509531 0.077104 -0.01 0.78 0.98
H -0.253449 -1.568963 1.762370 0.05 1.02 0.38
H 1.426170 -2.438250 0.107927 0.03 -0.21 -0.60
H 2.046657 -1.245539 1.113329 2.38 0.21 1.73
H 2.638382 -1.092387 -1.456596 -1.01 2.30 1.62
H 2.359173 0.460135 -0.322454 0.38 0.26 -0.51
H 1.176848 -0.009370 -1.786832 1.48 -1.13 3.24
H 0.389516 2.416453 1.394765 -0.21 -1.55 1.16
H -0.577673 1.408725 2.452389 0.66 0.40 0.47
H 1.042226 0.912829 2.052873 -0.31 0.86 0.50
H -0.751210 0.264167 -2.876801 -1.73 -0.82 -0.16
H -1.854417 -0.854075 -3.193377 0.33 0.13 -0.13
O -1.700752 -0.017778 -2.739299 1.43 0.65 0.11
```
Forces are in eV/Å.

Results
Total charge: +1
Multiplicity: 1
LUMO energy, eV: -3.521

Values for DFT total energy, eV, ordered as above
-37117.8753, -15626.1697, -24234.0086, -8973.5467